# 1
This record from the OMol25 dataset describes a cluster of 21 separate species, C33H99BClN2O23 in total at a distorted geometry. The level of theory is the ωB97M-V functional and the def2-TZVPD basis.

Geometry as ORCA input:
```
! RIJCOSX wB97M-V def2-TZVPD def2/J DEFGRID3
* xyz -1 1
C -1.3938 1.6325 -0.6689
C -2.5019 0.5386 -0.5811
O -2.7879 0.1349 0.5418
N -3.2172 -0.0496 -1.6843
C -3.4735 0.9065 -2.7791
C -2.6278 -1.3361 -2.1654
C -3.8133 -2.3809 -2.2171
C -3.7490 -3.4214 -3.2393
C -4.9361 -4.3083 -3.2107
C -5.9319 -4.0092 -2.2075
N -5.9549 -3.0638 -1.2459
C -4.8775 -2.2275 -1.2423
O -2.1194 -1.1811 -3.4782
B -0.6392 -1.0145 -3.5861
O -0.2726 -1.0896 -2.1285
C -1.2735 -1.8589 -1.4523
C -0.8260 -3.3569 -1.7422
C 0.7207 -3.5982 -1.4781
C 0.8755 -5.0402 -0.8265
Cl 1.7237 -3.6314 -2.9999
H -1.6707 2.4705 -1.3527
H -0.4092 1.1567 -0.8952
H -1.3188 2.0849 0.3596
H -4.0378 0.4393 -3.6304
H -2.5301 1.3433 -3.2130
H -4.1495 1.7252 -2.3963
H -2.9135 -3.5379 -3.9542
H -5.0508 -5.1380 -3.9501
H -6.8346 -4.6775 -2.2350
H -4.8506 -1.4277 -0.4646
H -0.3844 0.1061 -3.9441
H -0.0919 -1.8452 -4.2707
H -1.2399 -1.8337 -0.3293
H -1.1532 -3.7587 -2.7295
H -1.3517 -3.9893 -0.9618
H 1.0918 -2.7969 -0.7957
H 0.2593 -5.7488 -1.4457
H 0.5390 -5.0139 0.2313
H 1.9360 -5.3964 -0.9424
C 0.3214 -3.3616 2.4770
O 0.2798 -2.4657 1.3746
H 1.1175 -4.0878 2.3138
H 0.5219 -2.8019 3.3916
H -0.6348 -3.8863 2.5615
H -0.4333 -1.8386 1.5503
C -0.5660 4.8858 -3.4202
O -1.1578 3.8693 -4.2129
H -0.4507 4.5111 -2.4039
H 0.4174 5.1452 -3.8233
H -1.2109 5.7700 -3.4092
H -1.2508 4.2178 -5.1057
C 2.7360 0.8362 0.7315
O 1.5004 1.4811 1.0057
H 3.3638 1.5164 0.1581
H 3.2390 0.5844 1.6708
H 2.5593 -0.0711 0.1482
H 0.9616 0.8633 1.5135
C 2.5967 1.9640 -2.7409
O 1.9404 1.0170 -3.5598
H 3.3451 2.4820 -3.3349
H 1.8717 2.6908 -2.3574
H 3.0856 1.4522 -1.9115
H 1.2792 0.5705 -3.0078
C -0.8248 -1.3902 5.9553
O -1.1480 -1.5645 4.5816
H -0.0761 -2.1270 6.2390
H -0.4226 -0.3873 6.1127
H -1.7222 -1.5329 6.5634
H -1.8121 -0.8989 4.3606
C -5.2958 -1.0347 4.2186
O -4.3970 -0.2624 5.0091
H -4.7817 -1.9344 3.8859
H -6.1677 -1.3167 4.8150
H -5.6140 -0.4588 3.3467
H -4.8706 0.5267 5.2918
C 5.6375 0.9957 -5.7276
O 4.4140 1.6583 -5.4262
H 6.2629 1.6673 -6.3164
H 6.1595 0.7352 -4.8026
H 5.4369 0.0907 -6.3052
H 3.8752 1.0427 -4.9037
C 3.3203 -1.3398 5.5378
O 2.3858 -1.7895 6.5122
H 2.8508 -1.3901 4.5568
H 3.6088 -0.3061 5.7469
H 4.2059 -1.9806 5.5467
H 2.8196 -1.7371 7.3705
C 0.6482 2.2650 6.8775
O -0.2907 1.8190 7.8492
H 0.1871 2.2158 5.8923
H 0.9351 3.2975 7.0905
H 1.5311 1.6193 6.8966
H 0.1416 1.8725 8.7078
C 6.1188 2.9618 -1.6032
O 5.5207 1.9537 -2.4060
H 6.2376 2.5770 -0.5912
H 7.1003 3.2259 -2.0060
H 5.4775 3.8469 -1.5798
H 5.4241 2.3161 -3.2970
C -1.8089 -3.9978 8.4016
O -2.4093 -5.0229 7.6148
H -1.7192 -4.3488 9.4247
H -0.8151 -3.7679 8.0095
H -2.4360 -3.1024 8.3794
H -2.4778 -4.6883 6.7135
C 1.6607 -7.4804 2.6850
O 0.8575 -6.7352 1.7807
H 2.6454 -7.6192 2.2415
H 1.7635 -6.9366 3.6283
H 1.2071 -8.4583 2.8689
H -0.0073 -6.6238 2.1916
C 4.4442 3.4510 -9.0321
O 3.5374 2.9706 -8.0493
H 3.9559 3.4248 -10.0020
H 4.7309 4.4812 -8.8010
H 5.3344 2.8140 -9.0593
H 3.9936 3.0029 -7.1972
C 1.5069 5.2876 4.7585
O 0.5603 5.6717 5.7483
H 2.4678 5.1099 5.2401
H 1.1730 4.3693 4.2676
H 1.6141 6.0864 4.0223
H -0.2771 5.8216 5.2967
C -0.7035 6.8233 1.8326
O 0.1963 7.5996 2.6186
H -0.1896 5.9217 1.5038
H -1.5750 6.5434 2.4305
H -1.0228 7.3950 0.9579
H -0.2780 8.3899 2.8980
C -8.6875 -2.4321 -4.7375
O -7.6170 -2.5289 -5.6662
H -9.4416 -1.7583 -5.1426
H -9.1316 -3.4193 -4.5806
H -8.3186 -2.0334 -3.7889
H -6.9627 -3.1281 -5.2869
C -5.9668 4.2413 -2.4564
O -4.6491 4.4993 -1.9901
H -5.9065 3.8612 -3.4747
H -6.4476 3.4931 -1.8207
H -6.5527 5.1651 -2.4501
H -4.7250 4.8329 -1.0899
C 5.4058 -1.0554 -0.5173
O 5.1546 -0.9820 -1.9076
H 5.3414 -2.0959 -0.2010
H 6.4094 -0.6726 -0.3018
H 4.6596 -0.4686 0.0218
H 5.2202 -0.0503 -2.1613
C -0.2067 -4.1541 12.2976
O -1.0050 -3.4253 11.3736
H 0.7801 -4.3026 11.8628
H -0.1087 -3.5923 13.2303
H -0.6625 -5.1274 12.4977
H -1.8716 -3.3058 11.7776
C 5.7099 4.1816 -13.0019
O 4.7886 4.5294 -11.9768
H 6.6831 4.0022 -12.5481
H 5.3766 3.2732 -13.5104
H 5.7934 5.0000 -13.7222
H 3.9363 4.6831 -12.3990
*
```

Summary:
- Gap between HOMO and LUMO: 5.965 eV
- HOMO: -4.3 eV

Atom charges from the Mulliken analysis, given in e for atoms 1 to 4: number 1, C, carries -0.3972; number 2, C, carries 0.5828; number 3, O, carries -0.6861; number 4, N, carries 0.4962

# 2
This record from the OMol25 dataset describes a structure of composition C26H34F5N3O5S2V. The level of theory is the ωB97M-V functional and the def2-TZVPD basis.

Geometry as ORCA input:
```
! RIJCOSX wB97M-V def2-TZVPD def2/J DEFGRID3
* xyz 0 4
V 0.7573 -0.7247 -1.5856
C 2.3327 -2.2506 -0.9554
C 2.9274 -1.3548 -1.8835
C 2.2225 -1.4721 -3.1235
C 1.1987 -2.4368 -2.9560
C 1.2414 -2.8932 -1.6016
C 0.3833 -3.9877 -1.0453
C 0.2356 -2.9435 -3.9846
C 2.6129 -0.7720 -4.3867
C 4.1350 -0.4948 -1.6733
C 2.8110 -2.5486 0.4320
H 0.6129 -4.9463 -1.5179
H -0.6824 -3.8060 -1.2073
H 0.5384 -4.1132 0.0274
H 0.2857 -2.3652 -4.9052
H -0.7970 -2.8967 -3.6302
H 0.4459 -3.9862 -4.2367
H 1.8753 -0.9243 -5.1723
H 3.5729 -1.1457 -4.7517
H 2.7152 0.3056 -4.2476
H 4.9688 -0.8293 -2.2959
H 4.4766 -0.5263 -0.6390
H 3.9507 0.5527 -1.9258
H 1.9867 -2.6463 1.1431
H 3.4771 -1.7741 0.8101
H 3.3652 -3.4906 0.4516
F -4.4114 2.9206 -4.9721
C -3.5998 2.1841 -4.2040
C -4.0472 1.6641 -2.9970
F -5.2987 1.8960 -2.5931
C -3.1947 0.9105 -2.2124
F -3.6533 0.4348 -1.0365
C -1.8692 0.6374 -2.5869
O -1.0653 -0.0421 -1.8331
C -1.4568 1.1655 -3.8124
F -0.1988 0.9421 -4.2269
C -2.2983 1.9288 -4.6028
F -1.8540 2.4251 -5.7599
C -3.7961 0.4083 4.4281
C -2.8459 1.1583 3.5154
S -1.3782 1.7459 4.3164
O -1.7609 2.5009 5.4771
O -0.5441 2.3492 3.3057
C -0.5133 0.3149 4.9193
C -0.1395 -0.7789 3.9236
N 0.4703 -0.3402 2.6682
C -0.0566 -0.5360 1.4307
N 0.7184 -0.0248 0.4859
C 1.7889 0.5350 1.1133
C 1.6599 0.3400 2.4498
N 2.6387 0.6541 3.4453
O 3.5696 1.3418 3.0922
O 2.5108 0.1619 4.5563
C -1.3415 -1.2153 1.1119
H -4.7254 0.2105 3.8962
H -4.0233 0.9941 5.3165
H -3.3845 -0.5519 4.7409
H -3.2953 2.0744 3.1260
H -2.5233 0.5705 2.6558
H -1.1215 -0.1310 5.7066
H 0.3637 0.7520 5.3943
H -1.0304 -1.3359 3.6396
H 0.5354 -1.4725 4.4242
H 2.5911 1.0216 0.5873
H -1.7423 -1.7989 1.9381
H -1.1836 -1.8872 0.2679
H -2.0773 -0.4833 0.7792
C -1.0080 2.8681 0.0012
S 0.6193 3.1083 -0.7188
C 1.4456 3.9802 0.6204
H -1.6093 3.7760 -0.0428
H -0.9220 2.5373 1.0331
H -1.4970 2.0890 -0.5780
H 1.3398 3.4366 1.5592
H 1.0636 4.9919 0.7483
H 2.5023 4.0389 0.3639
*
```

Summary:
- ⟨S²⟩: 3.76
- Gap between HOMO and LUMO (alpha / beta): 6.379 / 7.307 eV
- HOMO (alpha / beta): -7.2 / -8.1 eV

Atom charges from the Mulliken analysis, given in e for atoms 1 to 4: number 1, V, carries 0.3277; number 2, C, carries 1.3071; number 3, C, carries 1.0907; number 4, C, carries 0.5591